{"formula": "C45H46Br9F5O9", "method": "wB97M-V/def2-TZVPD", "homo_lumo_gap_ev": 8.135, "fmax_ev_per_a": 6.6, "homo_ev": -9.09, "total_energy_ev": -709804.1239, "symbols": ["Br", "Br", "Br", "Br", "Br", "Br", "Br", "Br", "Br", "F", "F", "F", "F", "F", "O", "O", "O", "O", "O", "O", "O", "O", "O", "C", "C", "C", "C", "C", "C", "C", "C", "C", "C", "C", "C", "C", "C", "C", "C", "C", "C", "C", "C", "C", "C", "C", "C", "C", "C", "C", "C", "C", "C", "C", "C", "C", "C", "C", "C", "C", "C", "C", "C", "C", "C", "C", "C", "C", "H", "H", "H", "H", "H", "H", "H", "H", "H", "H", "H", "H", "H", "H", "H", "H", "H", "H", "H", "H", "H", "H", "H", "H", "H", "H", "H", "H", "H", "H", "H", "H", "H", "H", "H", "H", "H", "H", "H", "H", "H", "H", "H", "H", "H", "H"], "positions_angstrom": [[-8.0689, -0.6574, 4.5263], [2.5226, -6.4791, 2.7845], [0.9861, -7.0433, 5.5450], [3.0146, 1.0008, -4.8341], [-4.9912, -1.2597, 4.0456], [4.6640, 3.5929, -3.4517], [6.1744, 1.3231, -5.2619], [2.8853, -4.3496, 5.4351], [-6.0819, 1.7677, 3.5837], [5.6730, -3.1119, -3.4561], [-0.9539, 7.2524, 0.4788], [-5.8726, -4.0091, -6.9630], [-1.6611, 1.5293, 9.8288], [-5.7396, 2.9058, -9.4088], [-6.8879, -6.4113, -0.5119], [-8.0070, -4.8919, 0.7245], [6.4603, 2.1622, 3.7134], [4.9018, 2.4197, 2.1061], [-0.8994, 0.9754, -1.4746], [-2.0165, -0.3652, -0.0698], [-3.0931, 0.2711, -1.9941], [-6.8378, -4.3188, -1.0650], [6.2259, 4.0611, 2.7504], [5.9637, -2.7395, 0.1696], [-2.7912, 6.6708, 3.5352], [-3.2025, 3.5895, -6.8989], [-4.5392, 3.0546, -8.8437], [-0.3297, 1.0501, 7.8617], [2.0299, 1.0189, 8.0335], [-0.5258, 6.0033, 3.7997], [1.9923, 1.2019, 9.4323], [-0.2423, -1.0604, 1.4186], [7.5022, -2.3750, -2.1408], [-6.5140, -0.1906, 3.4514], [7.0965, 4.3464, 3.7809], [-0.4222, 1.3102, 9.2479], [-3.6220, -4.8424, -6.9591], [-6.3433, -7.3298, -2.6530], [2.6427, -6.3399, 4.7793], [8.7232, 2.4757, 4.6569], [-1.8078, 6.1596, 4.3058], [6.2130, -2.9366, -2.2148], [-0.1422, 0.8994, -0.2952], [-4.0449, -2.4764, -6.6646], [-4.4363, 3.1900, -7.4751], [-5.8735, -4.9079, -1.9222], [-7.3361, -5.1811, -0.2805], [-2.1800, 3.3705, -9.0625], [-4.5380, -3.7592, -6.8976], [-2.6339, -2.2964, -6.6101], [-5.9147, -6.4065, -1.5170], [-1.2564, 6.9458, 1.7704], [-2.2633, -4.6340, -6.9969], [-2.1045, 3.6856, -7.6800], [5.8003, 2.8214, 2.8289], [4.6957, 1.7099, -4.0563], [-0.9494, 0.1093, 0.7308], [-1.7395, -3.3683, -6.7453], [7.2283, -2.1869, 0.2352], [7.2399, 2.9987, 4.5319], [0.9010, 1.0323, 7.2455], [-2.1057, 0.3253, -1.2300], [7.9871, -1.9704, -0.9296], [-3.3993, 3.1507, -9.6384], [5.4781, -3.1577, -1.0596], [-2.5273, 7.1458, 2.2200], [0.7619, 1.4333, 9.9967], [-0.2414, 6.4069, 2.5110], [8.7382, 1.4950, 5.1324], [-5.2704, 3.0509, -6.8033], [-1.6010, -5.4751, -7.1391], [3.4384, -6.9281, 5.2366], [-2.2632, -1.2878, -6.5019], [-0.6667, -3.2437, -6.7527], [6.6469, 5.1730, 4.3311], [-3.7370, 6.8420, 4.0277], [0.9540, 0.9050, 6.1744], [9.2421, 3.1997, 5.2851], [2.9153, 1.3316, 9.9779], [-0.9816, -1.6155, 1.9960], [8.0639, 4.5856, 3.3392], [-4.8966, -6.6596, -1.2212], [4.5186, -3.6484, -1.1310], [2.9176, 0.8453, 7.4435], [4.9326, 1.0749, -3.2026], [9.1949, 2.4306, 3.6752], [0.6908, 1.8011, 11.0096], [-7.0966, -6.9627, -3.3501], [-3.9904, -5.8422, -7.1356], [-6.6755, -8.2621, -2.1963], [0.7912, 0.4091, -0.5717], [-3.2221, 7.6311, 1.5505], [-1.3513, 3.5945, -9.7180], [-4.7665, -1.7529, -6.3150], [-4.8626, -4.5016, -1.8880], [0.7900, 6.1693, 2.2965], [-1.1502, 3.9750, -7.2652], [-3.5681, 3.0450, -10.6999], [-2.1164, 5.8322, 5.2876], [5.3930, -2.8888, 1.0742], [-1.2831, 0.7236, 1.5671], [0.5379, -0.7265, 2.1027], [8.0714, -2.1972, -3.0413], [0.0477, 1.9208, 0.0347], [-3.1087, 3.7124, -5.8300], [8.9702, -1.5239, -0.9527], [0.0988, -1.7673, 0.6621], [7.5599, -1.7830, 1.1803], [-5.4213, -7.5159, -3.2038], [-6.6350, -0.4879, 2.4097], [-1.2780, 1.0741, 7.3454], [-6.3052, -4.8009, -2.9173], [6.7957, 3.1053, 5.5215], [0.3119, 5.6336, 4.3724]], "forces_ev_per_a": [[0.4, 0.3, -0.6], [0.5, 0.2, 1.7], [0.6, 0.3, -0.2], [0.8, 0.7, 0.5], [-0.2, 0.3, -0.1], [-0.2, -1.2, -0.5], [-0.3, 0.4, 0.1], [-0.1, -2.2, -0.9], [-0.4, -1.4, -0.2], [0.2, -0.4, 0.8], [-0.2, 0.2, 0.1], [0.7, 0.2, 0.1], [1.6, -0.3, -0.6], [-0.3, -0.3, -0.2], [0.0, -1.1, 0.7], [1.1, -0.9, -3.0], [0.5, -2.5, 1.7], [1.5, 0.0, 1.4], [-2.8, -0.7, -0.1], [-1.0, 0.3, -0.2], [3.9, 0.4, 2.8], [1.5, 2.7, -1.8], [-0.6, 1.2, -1.2], [0.7, -0.3, -0.3], [-0.9, 1.7, -1.5], [-1.4, -1.0, 0.0], [0.9, 0.4, 1.0], [-1.6, 1.2, 1.7], [0.7, -0.1, 0.0], [-0.1, 0.3, 0.2], [0.0, 0.3, -2.0], [-0.7, -0.2, -0.7], [-1.2, -0.4, -0.9], [0.5, 0.3, 0.6], [1.4, 0.1, 0.6], [0.7, 0.0, -0.7], [-1.5, 0.3, -1.1], [0.9, -0.2, 0.4], [-1.1, 1.3, 0.0], [-1.7, 0.6, -0.1], [0.6, -1.0, 0.9], [0.7, 0.9, 0.1], [1.4, 0.5, 0.4], [0.4, -1.1, 0.4], [0.4, 0.5, 0.7], [-0.6, -1.0, -1.3], [-2.3, -0.3, 6.2], [0.1, 1.5, 0.7], [1.6, -0.6, 0.6], [-0.6, -0.4, -0.1], [-0.1, 0.9, -2.0], [0.7, 0.1, -1.6], [0.2, 0.3, 0.8], [1.3, -0.4, -1.6], [-3.3, -0.2, -3.4], [0.1, -0.3, -0.1], [1.0, -0.4, 0.6], [-0.9, 0.5, -0.7], [0.3, 1.0, -0.1], [1.7, 0.7, 0.4], [-0.5, -0.8, 0.5], [-2.1, -0.5, -2.8], [-0.2, -0.5, 0.8], [-1.2, -0.5, -0.4], [-0.5, -0.3, -0.8], [-0.2, -0.6, 1.1], [-1.5, 0.3, 0.7], [0.7, -1.0, 1.7], [0.0, 0.1, 0.0], [-0.3, 0.0, -0.3], [0.0, -0.1, 0.0], [0.1, 0.4, -0.6], [0.1, 0.0, 0.3], [0.0, 0.3, 0.1], [0.5, -0.1, 0.4], [-0.3, -0.1, -0.4], [0.1, 0.0, 0.0], [0.2, -0.1, 0.0], [-0.1, -0.2, 0.2], [-0.1, 0.1, 0.2], [0.0, 0.5, 0.2], [-0.3, -0.5, 0.8], [-0.2, 0.1, -0.1], [0.6, 0.2, 0.6], [-0.4, 0.4, 0.0], [0.0, 0.0, 0.0], [-0.1, -0.3, 0.2], [-0.1, 0.3, 0.3], [-0.2, -0.1, 0.1], [0.0, -0.1, -0.2], [0.2, 0.0, 0.3], [-0.3, -0.1, 0.2], [0.3, -0.4, 0.1], [0.2, 0.6, -0.5], [-0.4, 0.5, 0.4], [-0.1, 0.6, -1.3], [0.1, 0.0, 0.1], [0.3, 0.0, -0.2], [0.4, 0.0, 0.2], [-0.1, 0.0, 0.0], [-0.6, 0.4, -0.4], [0.1, 0.0, -0.3], [-0.1, -0.1, -0.1], [0.2, -0.1, 0.1], [-0.2, 0.1, 0.1], [0.0, 0.1, 0.5], [0.5, 0.1, 0.1], [0.2, -0.1, 0.1], [-0.1, -0.3, -0.4], [-0.3, 0.4, 0.3], [0.0, -0.2, -0.4], [0.5, 0.2, -0.2], [-0.1, -0.5, 0.0], [-0.2, -0.2, 0.3]], "mulliken_charge": [-0.008, 0.003, -0.007, 0.009, -0.009, -0.006, -0.032, -0.025, -0.019, -0.298, -0.315, -0.301, -0.290, -0.290, -0.353, -0.628, -0.333, -0.623, -0.309, -0.332, -0.588, -0.309, -0.331, -0.392, -0.311, -0.444, 0.333, -0.318, -0.217, -0.279, -0.631, -1.496, -0.367, -0.337, -0.375, 0.262, -0.383, -1.305, -0.364, -1.352, -0.524, 0.322, -0.375, -0.375, -0.347, -0.359, 0.664, -0.547, 0.342, -0.427, 0.464, 0.510, -0.363, -0.339, 0.739, -0.283, 0.574, -0.420, -0.481, 0.384, -0.579, 0.655, -0.353, -0.266, -0.410, -0.503, -0.161, -0.514, 0.347, 0.403, 0.351, 0.393, 0.400, 0.385, 0.286, 0.368, 0.427, 0.378, 0.351, 0.344, 0.265, 0.276, 0.402, 0.364, 0.307, 0.352, 0.375, 0.345, 0.404, 0.323, 0.281, 0.435, 0.349, 0.389, 0.296, 0.382, 0.388, 0.380, 0.372, 0.432, 0.223, 0.373, 0.409, 0.273, 0.382, 0.372, 0.376, 0.368, 0.371, 0.371, 0.418, 0.211, 0.257, 0.380]}